<w>
# C20H21NO6S

A single C20H21NO6S molecule (wB97M-V/def2-TZVPD, the Open Molecules 2025 dataset).

Last column: natural (NBO) charge in e.
Positions of all 49 atoms, in Å:
1 C 1.1867 1.1827 -6.1814  -0.6339
2 C 0.5572 1.5184 -4.8381  -0.0744
3 O 0.8609 0.5164 -3.8632  -0.5026
4 C 2.0174 0.6130 -3.2195  0.8220
5 O 2.8012 1.5164 -3.3442  -0.6028
6 C 2.2272 -0.5650 -2.2698  -0.4206
7 C 0.9750 -1.4296 -2.2186  0.5794
8 O 0.8312 -2.3830 -2.9538  -0.5384
9 C -0.0243 -1.0234 -1.2415  -0.3270
10 C 0.1463 -0.0260 -0.3542  0.1046
11 C -0.8979 0.3331 0.6052  -0.1124
12 C -1.0592 1.6531 1.0322  -0.1691
13 C -2.0461 1.9954 1.9320  -0.2436
14 C -2.9005 1.0222 2.4498  0.1528
15 N -3.8846 1.3684 3.3585  -0.8584
16 S -4.6912 0.3341 4.3931  2.3165
17 C -3.3692 -0.3083 5.4464  -0.8698
18 O -5.2682 -0.7468 3.6611  -0.9270
19 O -5.5374 1.1874 5.1659  -0.9361
20 C -2.7453 -0.3005 2.0376  -0.2203
21 C -1.7636 -0.6312 1.1275  -0.1698
22 C 1.4205 0.7670 -0.3157  -0.4469
23 C 2.6028 -0.0316 -0.8856  -0.2365
24 C 2.9761 -1.1408 0.0467  0.2790
25 C 2.9277 -2.4989 -0.0594  -0.3134
26 C 3.4029 -3.0105 1.1748  -0.3094
27 C 3.7018 -1.9279 1.9375  0.0833
28 O 3.4474 -0.7910 1.2654  -0.4100
29 H 2.2707 1.2032 -6.1001  0.2214
30 H 0.8747 1.9119 -6.9235  0.2180
31 H 0.8748 0.1914 -6.5004  0.2173
32 H -0.5325 1.5259 -4.9027  0.1940
33 H 0.9194 2.4865 -4.4763  0.1984
34 H 3.0504 -1.1551 -2.6877  0.2651
35 H -0.9474 -1.5832 -1.2754  0.2252
36 H -0.4224 2.4296 0.6375  0.2174
37 H -2.1658 3.0247 2.2378  0.2106
38 H -3.9518 2.3367 3.6240  0.4238
39 H -3.8003 -1.0760 6.0756  0.2538
40 H -2.9940 0.5097 6.0461  0.2436
41 H -2.5968 -0.7247 4.8132  0.2455
42 H -3.4191 -1.0520 2.4149  0.2356
43 H -1.6471 -1.6628 0.8345  0.2217
44 H 1.6446 1.0626 0.7113  0.2367
45 H 1.2952 1.6796 -0.9072  0.2321
46 H 3.4598 0.6455 -0.9882  0.2526
47 H 2.5994 -3.0738 -0.9001  0.2393
48 H 3.5047 -4.0410 1.4456  0.2297
49 H 4.0888 -1.8318 2.9324  0.2029

structure (SMILES) = CCOC(=O)[C@@H]1C(=O)C=C(c2ccc(NS(C)(=O)=O)cc2)C[C@H]1c1ccco1

***

<x>
# C20H21NO6S

A single C20H21NO6S molecule (wB97M-V/def2-TZVPD, the Open Molecules 2025 dataset).

Last column: natural (NBO) charge in e.
Positions of all 49 atoms, in Å:
1 C -3.6914 3.8375 0.0328  -0.2525
2 O -3.4566 2.5437 -0.4731  -0.4921
3 C -2.2064 2.0222 -0.3600  0.3378
4 C -1.1182 2.6679 0.2096  -0.3280
5 C 0.1027 2.0174 0.2823  -0.2076
6 C 0.2638 0.7369 -0.2155  0.1301
7 N 1.5101 0.0662 -0.1284  -0.4713
8 C 1.6737 -1.1466 0.4829  0.6975
9 O 2.7389 -1.7274 0.4517  -0.5992
10 C 0.4866 -1.6456 1.2342  -0.2107
11 C -0.1012 -0.8727 2.2231  -0.1537
12 C -1.1723 -1.3558 2.9550  -0.2500
13 C -1.6565 -2.6239 2.6942  -0.1803
14 C -1.0754 -3.4143 1.7172  -0.3256
15 C 0.0052 -2.9403 0.9792  0.4159
16 O 0.6202 -3.6280 -0.0112  -0.4973
17 C 0.2459 -4.9624 -0.2454  -0.2523
18 C 2.6737 0.6180 -0.8131  -0.1014
19 C 2.2282 1.4565 -1.9791  -0.1237
20 C 2.5400 2.7335 -1.9926  -0.4749
21 S 3.4690 3.1602 -0.5189  2.1478
22 O 2.6688 3.9829 0.3500  -0.9463
23 O 4.7728 3.6541 -0.8614  -0.9299
24 C 3.5673 1.4481 0.1081  -0.6633
25 C -0.8261 0.0965 -0.8366  0.3080
26 O -0.5731 -1.1255 -1.3739  -0.5039
27 C -1.6456 -1.8671 -1.8995  -0.2520
28 C -2.0504 0.7370 -0.8840  -0.3457
29 H -3.0774 4.5854 -0.4779  0.1788
30 H -3.5039 3.8865 1.1096  0.1787
31 H -4.7434 4.0414 -0.1601  0.2011
32 H -1.1960 3.6662 0.6055  0.2263
33 H 0.9385 2.5349 0.7260  0.2445
34 H 0.2917 0.1111 2.4305  0.2199
35 H -1.6215 -0.7463 3.7234  0.2169
36 H -2.4939 -3.0107 3.2561  0.2146
37 H -1.4705 -4.4022 1.5390  0.2183
38 H 0.3813 -5.5817 0.6470  0.1817
39 H -0.7929 -5.0398 -0.5865  0.1692
40 H 0.9098 -5.3184 -1.0316  0.2046
41 H 3.2344 -0.2565 -1.1748  0.2652
42 H 1.6487 0.9561 -2.7406  0.2300
43 H 2.3012 3.4725 -2.7296  0.2532
44 H 4.6094 1.1526 0.0535  0.2635
45 H 3.2292 1.4321 1.1387  0.2582
46 H -1.2106 -2.8085 -2.2307  0.2027
47 H -2.1064 -1.3610 -2.7539  0.1797
48 H -2.4064 -2.0613 -1.1367  0.1846
49 H -2.9148 0.2786 -1.3343  0.2323

structure (SMILES) = COc1ccc(N(C(=O)c2ccccc2OC)[C@H]2C=CS(=O)(=O)C2)c(OC)c1

***

Ranked by calculated energy, most stable first: <w>, <x>.

***

<w>
# C9H17N3O

A single C9H17N3O molecule (wB97M-V/def2-TZVPD, the Open Molecules 2025 dataset).

Last column: natural (NBO) charge in e.
Positions of all 30 atoms, in Å:
1 C 2.4940 0.8206 -1.7473  -0.4188
2 N 2.8524 0.6223 -0.3724  -0.4519
3 N 2.0795 -0.2103 0.5518  -0.3200
4 C 2.9582 -1.3891 1.0710  -0.4293
5 C 0.7374 -0.5733 0.8143  0.6973
6 O 0.5240 -1.6480 1.3343  -0.6213
7 C -0.4995 0.4208 0.7267  -0.3137
8 C -0.3313 1.5628 1.2902  0.4412
9 N -0.2318 2.5072 2.0187  -0.6280
10 C -1.6009 -0.0414 -0.1699  -0.0125
11 C -2.5023 -1.0288 0.6580  -0.6168
12 C -1.0615 -0.7533 -1.4397  -0.6209
13 C -2.4535 1.2422 -0.6895  -0.6145
14 H 3.4010 1.0596 -2.2221  0.2052
15 H 2.0920 -0.1812 -2.1163  0.2091
16 H 1.7544 1.6755 -2.1591  0.1718
17 H 2.9777 1.5505 0.1271  0.3666
18 H 3.9169 -0.8328 1.1584  0.2098
19 H 2.3871 -1.9134 1.8194  0.2501
20 H 3.1611 -2.1279 0.3364  0.1876
21 H -0.5761 2.4535 2.9225  0.3772
22 H -1.8502 -1.5467 1.3265  0.2369
23 H -3.0746 -0.3418 1.2319  0.2008
24 H -3.0423 -1.7766 0.1070  0.2101
25 H -0.5633 -1.7187 -1.2098  0.2180
26 H -0.3372 -0.0392 -1.8583  0.2071
27 H -1.8493 -1.0527 -2.1337  0.2155
28 H -1.9525 2.1776 -0.5667  0.2185
29 H -3.4500 1.0959 -0.2220  0.2129
30 H -2.6697 0.9773 -1.7274  0.2121

structure (SMILES) = CNN(C)C(=O)C(=C=N)C(C)(C)C

***

<x>
# C9H17N3O

2 unconnected molecules or ions with the total composition C9H17N3O (wB97M-V/def2-TZVPD, the Open Molecules 2025 dataset).

Last column: natural (NBO) charge in e.
Positions of all 30 atoms, in Å:
1 C 0.8649 3.6069 0.0393  -0.6533
2 C 0.2259 2.2039 0.1330  -0.2150
3 N 1.3465 1.1752 -0.0432  -0.4919
4 C 2.2875 1.0266 1.1214  -0.4295
5 C 1.9728 1.2039 -1.3339  0.7064
6 C 0.9749 0.5460 -2.3077  -0.7319
7 O 3.1334 1.4645 -1.4913  -0.5919
8 H 1.2183 4.0487 0.9935  0.2111
9 H 0.1211 4.3936 -0.1199  0.2151
10 H 1.6763 3.4951 -0.6695  0.2243
11 H 0.0709 1.9659 1.1991  0.2057
12 H -0.5616 2.0842 -0.5872  0.2104
13 H 1.9057 1.6738 1.8978  0.1884
14 H 2.2094 -0.0150 1.3619  0.2064
15 H 3.2745 1.3231 0.7666  0.2281
16 H 0.0377 0.3003 -1.8399  0.2438
17 H 0.9866 1.0199 -3.2915  0.2249
18 H 1.5059 -0.3902 -2.5819  0.2465
19 C -1.2794 -1.9165 2.1887  -0.6522
20 C -1.6840 -2.5032 0.8776  0.0832
21 C -2.7556 -3.3133 0.5993  -0.1109
22 N -2.8383 -3.4014 -0.7831  -0.5241
23 C -1.7734 -2.6364 -1.2540  0.1543
24 N -1.1449 -2.0542 -0.2571  -0.4560
25 H -1.9593 -1.1775 2.6363  0.2217
26 H -0.4617 -1.1591 2.1081  0.2344
27 H -0.9602 -2.6586 2.9150  0.2204
28 H -3.4725 -3.7261 1.2924  0.2154
29 H -3.4652 -3.9876 -1.2962  0.4184
30 H -1.4563 -2.5927 -2.2736  0.1979

structure (SMILES) = CCN(C)C(C)=O.Cc1c[nH]cn1

***

Ranked by calculated energy, most stable first: <x>, <w>.